# 1
Molecular formula: C22H63ClN3O17
Method: DFT, wB97M-V/def2-TZVPD

Last column: Mulliken charge in e.
Positions of all 106 atoms, in Å:
Cl -2.149 -0.055 -0.073  1.508
O -3.257 -0.924 -0.357  -0.731
O -1.049 -0.404 -0.940  -0.589
O -2.569 1.277 -0.455  -0.641
O -1.933 -0.028 1.364  -0.658
C 2.440 -1.382 -0.709  -0.521
O 1.867 -2.601 -1.113  -0.116
C 2.637 -3.746 -0.822  -0.774
C 3.609 -4.254 -1.879  -0.661
N 2.997 -4.376 -3.179  -0.271
C 3.934 -4.286 -4.295  -0.673
C 3.238 -4.121 -5.639  -0.723
O 2.541 -2.909 -5.671  -0.141
C 1.867 -2.717 -6.895  -0.928
H 1.766 -0.557 -0.931  -0.185
H 3.373 -1.172 -1.250  0.327
H 2.736 -1.318 0.342  0.393
H 1.871 -4.504 -0.621  0.334
H 3.159 -3.632 0.136  0.451
H 4.075 -5.164 -1.480  0.331
H 4.464 -3.549 -1.833  0.334
H 2.235 -3.707 -3.203  0.218
H 4.572 -5.179 -4.317  0.393
H 4.722 -3.525 -4.171  0.376
H 2.527 -4.935 -5.830  0.370
H 3.997 -4.213 -6.428  0.436
H 1.383 -1.748 -6.983  0.239
H 1.007 -3.408 -6.947  0.374
H 2.454 -3.022 -7.766  0.390
C -6.176 4.396 -1.946  -0.733
O -5.084 4.923 -2.646  -0.325
C -4.248 5.756 -1.820  -0.340
C -3.082 6.274 -2.588  -0.731
N -1.985 5.285 -2.812  -0.312
C -1.671 4.395 -1.684  -0.644
C -0.649 3.368 -2.094  0.448
O 0.603 4.063 -2.253  -0.421
C 1.679 3.165 -2.460  -0.431
H -6.912 5.131 -1.598  0.291
H -5.987 3.764 -1.069  0.302
H -6.640 3.724 -2.669  0.254
H -3.922 5.196 -0.944  0.311
H -4.936 6.562 -1.548  0.404
H -2.606 7.126 -2.088  0.305
H -3.292 6.542 -3.626  0.356
H -1.103 5.744 -2.999  0.265
H -2.524 3.817 -1.307  0.171
H -1.444 4.897 -0.732  0.362
H -0.864 2.749 -2.971  0.026
H -0.583 2.614 -1.297  -0.195
H 1.793 2.945 -3.524  0.309
H 1.645 2.292 -1.804  -0.006
H 2.578 3.698 -2.136  0.324
C 2.889 -1.907 9.725  -0.766
O 1.813 -2.361 8.955  -0.286
C 0.756 -1.423 8.825  -0.510
C -0.310 -2.044 7.899  -0.974
N -0.009 -1.945 6.512  -0.016
C 1.056 -2.745 5.944  -0.541
C 1.481 -2.204 4.569  -0.572
O 0.401 -2.115 3.677  -0.386
C 0.890 -1.789 2.390  -0.537
H 3.571 -2.734 9.926  0.244
H 2.517 -1.522 10.682  0.305
H 3.514 -1.140 9.251  0.298
H 1.053 -0.438 8.453  0.320
H 0.354 -1.271 9.838  0.483
H -1.323 -1.741 8.172  0.496
H -0.350 -3.088 8.243  0.303
H -0.348 -1.229 5.900  0.183
H 0.686 -3.744 5.670  0.188
H 1.942 -2.865 6.561  0.332
H 2.222 -2.935 4.225  0.354
H 1.980 -1.234 4.682  0.282
H 0.170 -1.519 1.622  0.261
H 1.528 -2.621 2.071  0.464
H 1.536 -0.900 2.406  0.100
O -4.245 -2.588 -3.375  -0.625
H -4.866 -2.073 -3.899  0.290
H -4.304 -2.216 -2.484  0.327
O -2.309 2.766 3.129  -0.629
H -3.069 3.354 3.081  0.279
H -2.493 2.074 2.471  0.303
O -6.415 0.029 -0.075  -0.609
H -6.050 -0.548 -0.753  0.299
H -6.106 -0.356 0.752  0.304
C 0.108 0.051 -3.899  0.623
C -0.717 -0.989 -4.629  -0.627
O -0.324 -2.290 -4.274  -0.516
O 1.430 -0.094 -4.409  -0.527
H 0.072 -0.245 -2.848  0.022
H -0.296 1.048 -4.080  0.020
H -0.617 -0.860 -5.719  0.316
H -1.776 -0.864 -4.396  0.382
H 0.603 -2.372 -4.520  0.126
H 2.130 -0.067 -3.758  0.301
C 0.388 3.225 1.442  0.164
C 0.661 1.819 1.979  -0.012
O 2.033 1.797 2.435  -0.657
O 0.837 4.261 2.333  -0.597
H -0.702 3.257 1.438  0.039
H 0.815 3.335 0.446  0.145
H 0.477 1.188 1.108  -0.223
H 0.026 1.562 2.825  0.505
H 2.050 1.274 3.241  0.332
H 1.538 3.770 2.797  0.369

Properties
Kohn-Sham gap   8.549 eV
Net charge   -1
HOMO energy   -0.2311 Ha

# 2
Molecular formula: C71H156N4O5P2
Method: DFT, wB97M-V/def2-TZVPD

Last column: Mulliken charge in e.
Positions of all 238 atoms, in Å:
C 8.261 5.787 6.175  -1.332
C 8.735 5.508 4.776  -0.506
C 7.524 5.504 3.799  -0.511
C 7.934 5.162 2.361  -0.814
N 6.720 4.748 1.370  0.162
C 7.269 4.641 -0.087  -0.755
C 6.387 3.533 -0.759  -0.645
C 6.112 2.544 0.325  -0.530
C 6.262 3.294 1.671  -0.655
C 5.523 5.776 1.494  -0.995
H 7.298 5.424 6.532  0.350
H 8.170 6.865 6.309  0.332
H 8.979 5.425 6.912  0.367
H 9.251 4.549 4.818  0.385
H 9.542 6.219 4.600  0.335
H 6.939 6.422 3.850  0.382
H 6.826 4.695 4.016  0.346
H 8.584 4.287 2.365  0.369
H 8.400 6.017 1.872  0.504
H 7.310 5.602 -0.599  0.435
H 8.336 4.423 -0.044  0.421
H 5.475 3.937 -1.198  0.353
H 6.864 3.017 -1.593  0.374
H 5.078 2.198 0.316  0.287
H 6.702 1.637 0.199  0.379
H 5.409 3.318 2.349  0.450
H 7.033 2.849 2.299  0.357
H 5.919 6.779 1.331  0.320
H 5.097 5.581 2.478  0.436
H 4.723 5.530 0.796  0.400
C -6.005 -0.766 -1.023  -1.524
C -6.127 -2.222 -1.281  -0.231
C -4.832 -2.936 -1.068  -0.554
C -4.774 -4.342 -1.713  -0.814
N -3.442 -5.023 -1.326  0.222
C -3.505 -6.502 -1.763  -0.670
C -2.670 -7.363 -0.784  -0.582
C -2.291 -6.406 0.296  -0.766
C -3.212 -5.223 0.171  -0.739
C -2.301 -4.292 -2.031  -1.025
H -5.214 -0.305 -1.614  0.389
H -5.812 -0.443 0.000  0.360
H -6.945 -0.251 -1.219  0.404
H -6.448 -2.340 -2.316  0.338
H -6.891 -2.654 -0.635  0.300
H -4.575 -2.920 -0.009  0.280
H -3.954 -2.352 -1.340  0.494
H -4.887 -4.304 -2.796  0.438
H -5.519 -4.923 -1.169  0.333
H -3.246 -6.522 -2.822  0.466
H -4.539 -6.839 -1.678  0.374
H -1.743 -7.724 -1.230  0.264
H -3.208 -8.247 -0.441  0.363
H -1.277 -6.024 0.169  0.291
H -2.302 -6.868 1.283  0.509
H -2.797 -4.259 0.467  0.507
H -4.231 -5.369 0.529  0.418
H -1.970 -3.497 -1.363  0.440
H -2.487 -3.962 -3.053  0.284
H -1.430 -4.946 -2.059  0.431
C 3.818 0.195 -11.499  -1.153
C 4.390 -1.224 -11.523  -0.647
C 4.821 -1.707 -10.106  -0.528
C 3.686 -2.101 -9.093  -0.507
N 4.243 -2.595 -7.716  0.213
C 4.987 -1.484 -6.941  -0.313
C 5.919 -2.137 -5.949  -0.683
C 6.185 -3.479 -6.546  -0.472
C 5.244 -3.806 -7.713  -0.521
C 3.057 -2.956 -6.848  -1.194
H 3.774 0.640 -12.492  0.387
H 4.640 0.807 -11.126  0.318
H 2.875 0.289 -10.961  0.275
H 5.244 -1.260 -12.199  0.337
H 3.660 -1.937 -11.906  0.347
H 5.376 -0.837 -9.756  0.256
H 5.485 -2.568 -10.193  0.311
H 3.316 -3.035 -9.515  0.407
H 2.842 -1.415 -9.030  0.429
H 4.196 -0.943 -6.420  0.355
H 5.590 -1.021 -7.722  0.287
H 5.680 -2.319 -4.901  0.267
H 6.922 -1.716 -6.030  0.354
H 6.016 -4.322 -5.877  0.296
H 7.215 -3.508 -6.901  0.333
H 4.672 -4.704 -7.481  0.281
H 5.702 -3.958 -8.691  0.319
H 2.568 -3.822 -7.292  0.386
H 2.377 -2.125 -7.037  0.436
H 3.409 -2.948 -5.816  0.422
C -9.288 -0.330 -5.822  -1.188
C -9.019 -0.030 -7.267  -0.449
C -7.520 -0.195 -7.673  -0.547
C -6.666 1.023 -7.281  -0.726
N -5.052 0.937 -7.400  0.126
C -4.395 2.327 -7.247  -0.699
C -3.129 2.302 -8.100  -0.551
C -3.290 1.207 -9.120  -0.585
C -4.614 0.474 -8.795  -0.679
C -4.420 -0.055 -6.338  -1.061
H -8.964 0.529 -5.235  0.341
H -8.847 -1.219 -5.371  0.297
H -10.365 -0.376 -5.665  0.370
H -9.340 0.957 -7.600  0.329
H -9.524 -0.818 -7.826  0.320
H -7.376 -0.468 -8.718  0.433
H -7.054 -1.054 -7.189  0.299
H -6.767 1.370 -6.252  0.436
H -6.951 1.860 -7.919  0.358
H -4.211 2.553 -6.197  0.490
H -5.127 3.087 -7.517  0.435
H -2.236 2.231 -7.478  0.363
H -3.106 3.249 -8.640  0.323
H -2.468 0.494 -9.052  0.227
H -3.205 1.709 -10.083  0.355
H -4.547 -0.599 -8.977  0.413
H -5.321 0.938 -9.483  0.398
H -3.340 -0.139 -6.460  0.346
H -4.888 -0.967 -6.708  0.410
H -4.848 0.257 -5.386  0.410
C -0.337 8.633 -0.445  -1.342
C -1.581 8.750 0.427  -0.634
C -1.475 7.848 1.674  -0.363
C -2.791 8.016 2.511  -1.181
P -3.155 6.740 3.816  0.889
C -4.878 6.999 4.406  -0.902
C -5.918 6.516 3.310  -0.893
C -6.589 5.211 3.650  -0.067
C -7.857 4.911 2.849  -1.481
C -3.082 5.098 3.142  -1.777
C -2.904 3.951 4.200  0.447
C -2.606 2.605 3.483  -0.649
C -2.020 1.589 4.472  -1.149
C -1.931 6.805 5.147  -0.999
C -0.476 6.481 4.665  -0.507
C 0.522 5.905 5.675  -0.531
C 0.162 4.608 6.365  -1.141
H 0.599 9.079 -0.109  0.341
H -0.471 9.246 -1.336  0.397
H -0.267 7.580 -0.719  0.339
H -2.543 8.597 -0.062  0.418
H -1.674 9.800 0.706  0.372
H -0.526 8.110 2.143  0.182
H -1.501 6.806 1.353  0.319
H -3.712 8.127 1.939  0.608
H -2.762 8.920 3.120  0.564
H -4.962 8.076 4.548  0.493
H -4.966 6.424 5.328  0.559
H -5.533 6.489 2.290  0.401
H -6.673 7.299 3.377  0.611
H -6.749 5.154 4.727  0.362
H -5.889 4.408 3.418  -0.063
H -8.594 5.712 2.792  0.375
H -8.219 3.941 3.189  0.387
H -7.691 4.694 1.794  0.372
H -2.230 5.082 2.462  0.676
H -3.917 4.983 2.451  1.000
H -3.801 3.824 4.805  0.455
H -2.041 4.220 4.809  -0.815
H -1.945 2.777 2.634  0.477
H -3.508 2.142 3.083  0.353
H -1.203 2.006 5.060  0.187
H -1.727 0.696 3.920  0.378
H -2.820 1.299 5.154  0.325
H -2.246 6.098 5.915  0.489
H -2.071 7.808 5.549  0.571
H -0.157 7.373 4.127  0.262
H -0.617 5.698 3.920  0.336
H 0.632 6.669 6.444  0.358
H 1.477 5.724 5.181  0.296
H -0.855 4.622 6.758  0.301
H 0.850 4.392 7.182  0.419
H 0.207 3.810 5.623  0.169
C 6.594 -8.172 3.162  -1.395
C 6.204 -7.729 4.540  -0.356
C 4.706 -7.557 4.665  -0.306
C 4.312 -6.761 5.984  -1.484
P 2.626 -6.302 6.297  0.842
C 2.513 -5.227 7.687  -1.076
C 1.077 -4.711 8.053  -0.527
C 1.189 -3.410 8.868  -0.764
C -0.193 -2.727 9.303  -1.218
C 1.620 -7.940 6.549  -1.085
C 1.620 -8.911 5.285  -0.193
C 0.423 -9.791 5.369  -0.648
C 0.095 -10.565 4.083  -1.288
C 1.966 -5.478 4.835  -1.015
C 2.765 -4.230 4.434  -0.510
C 2.378 -3.699 3.032  -0.700
C 3.018 -4.364 1.823  -1.134
H 7.682 -8.182 3.087  0.414
H 6.329 -7.440 2.400  0.307
H 6.200 -9.157 2.912  0.355
H 6.763 -6.829 4.797  0.383
H 6.456 -8.557 5.203  0.307
H 4.164 -8.480 4.457  0.207
H 4.236 -6.900 3.933  0.055
H 4.890 -5.853 6.159  0.622
H 4.598 -7.356 6.852  0.679
H 3.189 -4.381 7.570  0.684
H 2.937 -5.751 8.544  0.624
H 0.431 -5.353 8.652  0.474
H 0.494 -4.465 7.165  0.266
H 1.701 -2.736 8.181  0.334
H 1.847 -3.630 9.710  0.394
H -0.671 -2.337 8.404  0.301
H 0.103 -1.813 9.819  0.378
H -0.767 -3.464 9.864  0.347
H 0.646 -7.498 6.758  0.519
H 2.096 -8.311 7.456  0.606
H 2.553 -9.457 5.422  0.285
H 1.595 -8.350 4.351  0.122
H -0.459 -9.172 5.537  0.373
H 0.449 -10.391 6.278  0.395
H 0.868 -11.317 3.925  0.330
H 0.114 -9.841 3.268  0.277
H -0.916 -10.970 4.147  0.409
H 0.890 -5.332 4.923  0.782
H 2.145 -6.269 4.106  0.317
H 3.806 -4.524 4.298  0.188
H 2.806 -3.509 5.251  0.526
H 2.613 -2.637 3.103  0.382
H 1.324 -3.780 2.767  0.291
H 3.105 -3.720 0.948  0.372
H 2.448 -5.277 1.649  0.274
H 4.056 -4.658 1.974  0.278
C -5.366 6.439 -2.706  -0.555
C -6.890 6.402 -3.100  0.508
O -7.195 5.873 -4.194  -0.725
O -7.670 6.955 -2.314  -0.716
H -5.240 7.448 -2.313  0.170
H -4.648 6.119 -3.461  0.264
H -5.320 5.737 -1.874  0.065
O -1.484 2.182 -2.025  -0.382
C -0.218 2.035 -1.988  0.668
O 0.386 3.023 -1.612  -0.767
O 0.307 0.927 -2.312  -0.841
H -1.330 3.073 -1.705  0.320

Properties
Kohn-Sham gap   3.423 eV
Net charge   +4
HOMO energy   -0.3628 Ha

# 3
Molecular formula: C10H13F6NO4S2Ti
Method: DFT, wB97M-V/def2-TZVPD

Last column: Mulliken spin population.
Positions of all 37 atoms, in Å:
C -1.731 -1.030 -0.986  -0.086
C 0.403 -2.230 1.476  -0.010
C -0.703 -1.664 -1.837  0.615
H -2.667 -1.311 -1.526  0.075
C 1.439 -2.173 0.642  0.013
H 0.458 -1.676 2.410  0.000
H -0.465 -1.102 -2.738  -0.001
H 2.333 -1.632 0.937  0.004
C 0.135 -2.816 -1.591  0.085
H 0.565 -3.053 -2.586  -0.001
H -0.429 -3.706 -1.264  0.043
C -1.934 -1.583 0.450  0.004
H -2.910 -2.095 0.416  -0.010
H -2.094 -0.723 1.129  -0.014
C -0.992 -2.622 1.087  0.008
H -0.980 -3.548 0.507  0.004
H -1.490 -2.856 2.040  0.000
C 1.483 -2.781 -0.718  0.074
H 1.824 -3.839 -0.674  0.002
H 2.265 -2.244 -1.283  -0.004
Ti -1.344 1.948 0.088  1.168
H -1.798 0.239 -0.910  0.139
F -2.352 3.274 -2.026  0.002
C -1.381 3.636 -1.142  -0.114
F -1.327 4.957 -1.056  -0.001
F -2.329 3.389 0.639  -0.010
S 0.369 2.948 -1.369  -0.001
O 0.024 1.434 -1.450  -0.009
O 1.012 3.485 -2.540  -0.003
N 1.179 3.143 -0.002  0.032
S 1.583 1.894 0.954  0.005
O 0.274 1.185 1.259  -0.009
O 2.745 1.105 0.526  0.005
C 2.118 2.838 2.491  -0.003
F 3.057 3.773 2.221  0.000
F 1.032 3.452 3.017  0.000
F 2.629 1.985 3.411  0.000

Properties
Kohn-Sham gap (alpha / beta)   7.313 / 7.669 eV
HOMO energy (alpha / beta)   -0.2991 / -0.3195 Ha
Multiplicity   3

# 4
Molecular formula: C19H23N3O3S2
Method: DFT, wB97M-V/def2-TZVPD

Last column: natural (NBO) charge in e.
Positions of all 50 atoms, in Å:
C -6.519 -2.678 1.461  -0.743
S -5.973 -2.527 -0.264  0.274
C -4.856 -1.167 -0.248  -0.150
C -4.491 -0.474 0.903  -0.271
C -3.601 0.581 0.812  -0.089
C -3.082 0.942 -0.416  -0.385
S -1.923 2.301 -0.477  2.319
O -1.594 2.556 -1.855  -0.954
O -2.434 3.389 0.305  -0.938
N -0.652 1.617 0.378  -0.677
C 0.146 2.527 1.174  -0.242
C 1.163 3.290 0.326  -0.416
C 2.038 2.336 -0.493  -0.306
C 2.987 1.523 0.385  0.690
O 2.882 1.396 1.587  -0.648
N 3.994 0.950 -0.316  -0.607
C 4.904 -0.007 0.284  -0.263
C 4.404 -1.413 0.063  0.197
C 3.305 -1.892 0.770  -0.256
C 2.848 -3.169 0.496  -0.165
C 3.504 -3.921 -0.468  -0.263
C 4.589 -3.351 -1.115  0.041
N 5.025 -2.129 -0.864  -0.433
C 1.141 1.388 -1.306  -0.423
C 0.137 0.683 -0.392  -0.232
C -3.439 0.262 -1.566  -0.162
C -4.325 -0.793 -1.484  -0.235
H -7.003 -1.759 1.778  0.223
H -7.237 -3.492 1.468  0.240
H -5.677 -2.925 2.100  0.220
H -4.891 -0.745 1.866  0.220
H -3.306 1.139 1.685  0.228
H -0.549 3.220 1.647  0.236
H 0.662 1.942 1.939  0.233
H 0.623 3.948 -0.359  0.217
H 1.790 3.897 0.980  0.225
H 2.651 2.923 -1.187  0.223
H 3.998 1.010 -1.321  0.397
H 5.893 0.105 -0.163  0.222
H 4.940 0.218 1.352  0.238
H 2.834 -1.271 1.515  0.236
H 1.997 -3.574 1.025  0.218
H 3.183 -4.922 -0.710  0.220
H 5.137 -3.893 -1.875  0.193
H 1.735 0.640 -1.835  0.208
H 0.579 1.972 -2.038  0.245
H -0.556 0.080 -0.983  0.218
H 0.659 0.028 0.314  0.208
H -3.023 0.578 -2.510  0.244
H -4.620 -1.338 -2.368  0.224

Properties
Kohn-Sham gap   9.018 eV
SMILES string   CSc1ccc(S(=O)(=O)N2CCC(C(=O)NCc3ccccn3)CC2)cc1
HOMO energy   -0.3113 Ha

Computed energy relative to the best compared isomer or geometry (same formula, charge and spin) (kJ/mol) in order:
144.2; 0.0; 0.0; 9.4
Computed electronic energy (a.u.) in order:
-2779.161244; -4075.316760; -2989.371835; -1924.198654